[1]
Formula: C17H13N2O9Ti
Source: OMol25
Level of theory: ωB97M-V/def2-TZVPD

Positions of all 42 atoms, in Å:
C 6.429 13.488 7.455
C 9.793 10.122 12.509
H 8.530 15.529 5.626
H 4.678 12.681 6.506
H 8.306 14.474 7.949
H 8.695 13.592 12.925
O 8.722 12.063 11.513
C 8.005 13.068 12.229
O 5.958 4.460 12.219
O 5.869 4.860 10.046
C 9.924 11.568 12.081
H 5.163 9.455 13.083
H 4.948 13.706 4.429
Ti 7.237 10.648 10.888
C 7.259 7.930 9.660
C 7.684 14.908 5.885
H 10.129 12.147 12.988
O 8.848 9.433 12.121
H 10.782 11.590 11.400
H 10.713 8.740 13.269
H 4.839 7.007 13.566
N 5.410 8.668 12.493
C 5.273 7.377 12.665
C 6.390 7.806 10.819
C 7.576 14.295 7.127
H 6.218 5.545 9.409
O 6.635 12.985 14.115
C 5.660 13.959 5.121
C 6.749 14.768 4.878
C 5.559 13.332 6.376
C 6.379 12.688 8.635
H 7.428 13.632 11.459
O 7.469 7.024 8.920
C 6.384 12.003 9.655
N 6.132 8.959 11.405
H 6.937 15.213 3.906
C 5.985 5.232 11.315
O 10.783 9.734 13.276
C 5.840 6.705 11.560
O 6.679 11.139 12.834
O 7.806 9.109 9.598
C 6.981 12.384 13.134

Force components x, y, z for each atom (eV/Å):
C 1.6342 0.6607 -2.1339
C -1.9107 0.3456 -1.0326
H 0.2705 -0.0031 0.4237
H 0.5314 0.2409 0.0574
H -0.3854 -0.1572 -0.9711
H -0.5241 0.2421 -0.9265
O 1.0310 -0.6544 -1.2683
C -0.5959 0.1450 0.4077
O 0.2771 -0.7095 0.6619
O 0.8894 0.1988 -1.0111
C -0.1509 0.1039 1.1177
H 0.0597 -0.2055 0.1611
H -1.5986 -0.2865 -1.7660
Ti 0.7965 -1.5746 1.0321
C 0.9974 2.2431 0.4143
C 0.6081 0.3001 0.3585
H 0.3702 -0.0026 -0.2345
O 1.5323 0.6389 0.6051
H -0.2911 0.4129 -0.1194
H 0.2865 0.8914 0.4848
H -0.3778 -0.3654 0.2126
N 0.4727 1.6169 -0.0736
C 0.1957 -1.8739 -0.6564
C -1.1721 -1.1061 1.1501
C -0.5999 -0.0178 1.4070
H -0.1749 -0.3541 0.6823
O -0.5947 0.2899 0.4033
C 1.7320 -0.0711 2.6262
C -0.2330 -0.4749 -0.2377
C -1.6859 -0.5464 0.0068
C -0.1471 0.0358 0.7156
H 0.8773 0.0793 0.7027
O 0.1199 -2.3581 -1.6315
C -0.1846 0.5319 -1.0359
N -1.1634 -0.4198 0.4623
H -0.1610 0.0628 0.1333
C -1.3985 1.1452 -0.1323
O -0.1670 -1.7487 -0.3948
C 0.9001 2.0850 0.1236
O -0.0577 0.6454 -1.1557
O -0.3607 0.7640 -0.1515
C 0.3527 -0.7498 0.5825

The HOMO-LUMO gap (alpha / beta) comes out at 0.273 / 0.310 Ha. The expectation value of S² is 0.76. The charge is 0. The spin multiplicity is 2. The molar mass comes out at 437.16 g mol⁻¹.

[2]
Formula: C3H6Cl2O2
Source: OMol25
Level of theory: ωB97M-V/def2-TZVPD

Positions of all 13 atoms, in Å:
Cl -1.216 1.524 2.139
C -0.949 -0.116 1.814
O 0.437 0.502 -0.052
H -0.532 -2.455 0.438
H -2.434 0.443 -1.325
H 0.889 -2.115 1.392
H 0.774 -1.739 -0.509
H 0.226 1.458 0.093
Cl -1.418 -1.360 2.885
O -2.180 1.464 -1.455
C -0.085 -0.420 0.875
C 0.304 -1.801 0.540
H -1.221 1.417 -1.537

Force components x, y, z for each atom (eV/Å):
Cl -0.7163 0.7734 0.6234
C 0.6417 0.1843 0.4364
O -0.2308 -0.0611 0.6816
H -0.7214 -0.3899 0.1558
H 0.8417 3.5326 -0.4154
H 0.7680 -0.7059 -0.3423
H -0.0327 -0.4387 1.9619
H -0.0799 -1.3254 0.5975
Cl -0.6011 0.0590 0.5652
O -0.9071 -3.4940 0.4306
C 0.0762 1.2427 -2.7348
C 0.9464 0.7126 -1.8731
H 0.0152 -0.0895 -0.0869

Its energy relative to the best compared isomer or geometry (same formula, charge and spin) is 1.749 eV. The HOMO-LUMO gap comes out at 0.346 Ha. As for the SMILES: CC(O)=C(Cl)Cl.O. The charge is 0. The molar mass comes out at 144.99 g mol⁻¹.

[3]
Formula: C25H38BClN7O2RuS3
Source: OMol25
Level of theory: ωB97M-V/def2-TZVPD

Positions of all 78 atoms, in Å:
H -1.461 -4.244 -1.783
C 3.874 0.793 0.866
C -2.047 2.966 -3.642
C -1.611 1.249 3.607
C -1.862 -6.053 0.260
H -3.603 4.471 2.837
O 1.494 2.339 -3.757
C -3.433 -4.320 1.081
O -2.496 1.197 -1.984
C 4.126 1.986 -1.817
H -0.653 3.124 -5.337
C -0.788 0.190 3.618
H 2.711 0.058 -3.056
H 1.851 -3.490 2.326
C -0.936 -2.459 1.050
C 0.107 -4.405 1.348
C -2.791 3.083 0.710
S 0.186 1.720 0.164
H -2.658 3.694 4.102
C -1.026 4.334 2.024
H 6.173 0.644 -0.542
H -0.989 -6.288 -0.352
H -0.363 4.327 -4.088
H 4.491 2.570 -0.971
C 2.415 -0.622 -0.039
H 4.721 2.252 -2.693
H -2.797 2.644 -4.364
N -1.030 -3.801 0.838
C -0.422 1.282 1.715
H -3.387 2.170 0.675
N -1.395 1.929 2.416
B 0.947 -0.939 2.178
C 4.245 0.480 -1.574
H -2.715 -6.581 -0.162
H -3.254 -4.614 2.119
S 1.542 -1.616 -1.155
C 0.883 -3.434 1.858
C -2.070 3.217 2.052
H -3.149 -4.774 -1.670
H -3.735 -3.275 1.058
C 0.292 2.341 -3.582
H 1.439 -1.221 3.245
H -2.340 1.550 4.333
C 3.730 -0.238 -2.813
H 3.775 -1.321 -2.715
H 3.088 2.257 -2.019
C 3.033 0.398 1.831
Cl -1.191 -1.533 -3.318
N 2.117 -0.465 1.271
H -0.544 4.427 3.000
C -1.708 1.813 -2.720
H -4.251 -4.924 0.686
S -2.093 -1.258 0.562
H -1.707 -6.424 1.274
N 3.484 0.171 -0.310
C -2.387 -4.135 -1.217
H -3.456 3.940 0.579
H -0.670 -0.593 4.349
H 5.764 -0.992 -1.084
H -3.874 2.764 3.190
N -0.406 1.505 -2.749
C 5.702 0.068 -1.340
H 2.984 0.679 2.870
C -0.691 3.304 -4.263
H -2.713 -3.103 -1.299
H 0.289 -5.461 1.293
Ru -0.652 -0.340 -1.347
H -1.510 5.283 1.783
H -2.092 3.053 -0.120
H 4.693 1.486 0.914
H -0.263 4.134 1.273
N -0.056 0.204 2.449
N 0.241 -2.232 1.675
C -2.181 -4.558 0.235
H 6.272 0.236 -2.254
C -3.111 3.542 3.121
H -2.478 3.778 -3.055
H 4.376 0.060 -3.641

Force components x, y, z for each atom (eV/Å):
H -0.0166 0.0027 -0.0127
C -0.0249 0.1065 -0.1691
C 0.0664 -0.0268 0.0276
C -0.1328 0.0701 -0.1397
C 0.1056 0.0526 0.0376
H 0.0008 -0.0060 -0.0017
O -0.1987 -0.0262 0.0136
C 0.0340 0.0475 0.0266
O 0.1100 -0.0141 -0.0306
C -0.0437 0.0291 0.1028
H 0.0062 0.0115 -0.0163
C 0.0683 -0.1379 -0.1249
H 0.0610 -0.0017 -0.0300
H -0.0734 0.0131 -0.0059
C 0.2737 -0.1734 -0.0793
C -0.0425 -0.0547 -0.1434
C 0.0557 -0.0318 -0.0183
S -0.1337 -0.2845 0.0954
H -0.0212 0.0010 -0.0113
C 0.0364 -0.0790 -0.0047
H -0.0005 -0.0098 -0.0012
H -0.0257 -0.0092 0.0191
H -0.0046 0.0189 0.0020
H 0.0240 -0.0040 -0.0329
C -0.0483 0.4812 0.1417
H -0.0377 -0.0165 0.0119
H -0.0183 -0.0049 0.0064
N -0.1112 -0.0178 0.0885
C -0.1900 -0.1994 0.2219
H -0.0044 0.0217 0.0063
N 0.1054 0.1601 0.0745
B -0.0566 0.0133 -0.0807
C 0.0734 -0.0060 -0.0890
H 0.0069 0.0096 -0.0018
H -0.0146 -0.0066 -0.0285
S -0.3928 0.1950 0.1381
C 0.0502 0.1065 -0.0296
C -0.0237 0.0430 -0.0214
H 0.0312 0.0028 0.0381
H -0.0047 -0.0222 0.0052
C 0.0552 0.0340 -0.0825
H -0.0094 -0.0133 -0.0222
H 0.0286 0.0442 -0.0291
C -0.1330 -0.0556 0.0270
H 0.0311 0.0137 -0.0081
H 0.0898 -0.0286 -0.0112
C -0.1840 0.0036 0.1025
Cl -0.0085 -0.1951 0.0580
N 0.1416 -0.3216 -0.0287
H -0.0202 0.0192 -0.0274
C -0.0836 0.1807 -0.0644
H 0.0272 0.0098 0.0043
S 0.3420 0.0444 -0.1964
H -0.0134 -0.0091 -0.0213
N 0.1606 -0.1172 -0.0217
C 0.0340 0.0536 0.0213
H 0.0246 -0.0240 0.0192
H 0.0279 0.0694 -0.0520
H -0.0026 0.0263 -0.0274
H 0.0148 0.0496 -0.0062
N 0.0210 -0.2512 0.2115
C -0.0426 -0.0046 0.0790
H 0.0018 -0.0668 -0.0647
C -0.0036 -0.0775 0.0679
H 0.0118 -0.0017 -0.0169
H -0.0690 0.0415 0.0043
Ru 0.2964 0.2550 -0.0657
H -0.0037 -0.0474 0.0122
H -0.0242 -0.0327 0.0057
H 0.0013 -0.0775 -0.0474
H -0.0227 0.0231 0.0158
N 0.1153 0.1887 0.0131
N -0.1705 0.0551 0.0518
C -0.0868 -0.0299 0.0125
H -0.0209 0.0057 0.0209
C 0.0135 -0.0579 0.0610
H -0.0121 0.0147 -0.0065
H -0.0167 0.0259 0.0271

Its energy relative to the best compared isomer or geometry (same formula, charge and spin) is 0.138 eV. The HOMO-LUMO gap (alpha / beta) comes out at 0.278 / 0.259 Ha. The expectation value of S² is 8.76. The charge is 0. The spin multiplicity is 6. The molar mass comes out at 712.16 g mol⁻¹.

[4]
Formula: C5H16O2
Source: OMol25
Level of theory: ωB97M-V/def2-TZVPD

Positions of all 23 atoms, in Å:
H -0.871 1.528 1.972
H -1.926 -1.644 1.425
O -0.406 0.268 -7.179
H 0.147 1.595 0.507
H 0.277 -1.757 0.541
H -1.349 0.190 -7.004
H -1.387 -0.144 -0.531
H 0.292 -0.528 2.686
H -2.512 -0.172 2.319
H -3.372 -0.803 0.972
C -0.383 0.939 1.200
H 1.725 -0.815 -0.053
C 1.116 -1.099 0.777
O 3.874 1.499 0.630
C 0.622 -0.049 1.769
H 1.740 -1.741 1.373
H -0.089 -0.635 -7.091
C -2.363 -0.647 1.348
C -1.580 0.287 0.457
H 1.535 0.474 2.101
H -2.142 1.180 0.172
H 4.115 0.736 1.165
H 2.937 1.338 0.445

Force components x, y, z for each atom (eV/Å):
H 0.3752 0.2616 0.2346
H 0.2055 0.1721 0.2970
O -0.1329 -0.0980 0.0417
H -0.1176 0.2228 0.0349
H 0.1035 0.1460 -0.7561
H -0.0072 0.1230 -0.0203
H 0.5818 -0.3007 0.2862
H -0.4323 -0.2681 -0.0582
H 0.2442 -0.3154 0.2141
H -0.0897 -0.0431 -0.2211
C -0.2381 -0.9552 -0.6653
H -0.0948 0.6047 -0.7722
C -0.9440 -1.0588 1.6607
O -0.4191 -0.2108 -0.0111
C 1.2184 0.7249 -0.1981
H 0.6077 -0.4852 0.1903
H 0.1394 -0.0254 -0.0213
C -0.7296 0.1382 -0.1464
C 0.3143 1.0793 -0.3191
H -0.3605 0.2850 0.0414
H -0.6318 -0.2027 0.1803
H 0.1637 0.0202 0.0348
H 0.2439 0.1856 -0.0268

Its energy relative to the best compared isomer or geometry (same formula, charge and spin) is 0.698 eV. The HOMO-LUMO gap comes out at 0.435 Ha. As for the SMILES: CCCCC.O.O. The charge is 0. The molar mass comes out at 108.18 g mol⁻¹.